1.
A molecular structure, C30H19Cl5CsN3OP at a distorted geometry. Source: the Open Molecules 2025 dataset; level of theory: ωB97M-V/def2-TZVPD.

## Properties
Energy relative to the best compared isomer or geometry (same formula, charge and spin) in eV: 2.093
Orbital gap in eV: 6.17
Total energy in eV: -110387.1401
LUMO level in Ha: 0.0699
M in g mol⁻¹: 778.6

ORCA input file:
```
! RIJCOSX wB97M-V def2-TZVPD def2/J DEFGRID3
* xyz -1 1
Cs -0.449 -1.748 -1.462
N 1.577 0.229 0.758
P 0.355 0.556 1.942
C 0.971 2.139 2.624
C 0.327 2.657 3.748
C 0.748 3.846 4.317
C 1.834 4.525 3.780
C 2.491 4.010 2.675
C 2.062 2.824 2.098
C -0.982 1.123 0.849
C -2.013 0.199 0.642
C -3.042 0.474 -0.243
C -3.063 1.695 -0.904
C -2.064 2.630 -0.680
C -1.025 2.347 0.193
C 2.491 -0.779 1.026
C 2.988 -0.971 2.324
C 3.886 -1.997 2.533
C 4.282 -2.792 1.463
C 3.742 -2.511 0.220
N 2.865 -1.539 -0.002
H 1.351 0.309 -0.231
H -0.513 2.125 4.182
H 0.235 4.241 5.184
H 2.167 5.452 4.229
H 3.340 4.534 2.254
H 2.567 2.415 1.232
H -2.001 -0.755 1.159
H -3.805 -0.273 -0.415
H -3.858 1.917 -1.604
H -2.085 3.574 -1.208
H -0.237 3.073 0.353
H 2.684 -0.323 3.134
H 4.281 -2.172 3.525
H 4.984 -3.604 1.582
H 4.021 -3.104 -0.644
Cl -5.249 -7.248 1.741
C -4.502 -5.901 0.960
C -3.388 -5.281 1.525
Cl -2.748 -5.871 3.018
C -2.797 -4.205 0.896
Cl -1.403 -3.438 1.586
C -3.280 -3.660 -0.333
O -2.725 -2.675 -0.882
C -4.413 -4.334 -0.880
Cl -5.022 -3.733 -2.372
C -5.000 -5.413 -0.248
Cl -6.377 -6.179 -0.961
N 1.835 4.354 -6.925
C 1.661 3.547 -6.121
C 1.443 2.552 -5.129
C 1.282 2.912 -3.790
C 1.083 1.909 -2.855
C 1.000 0.534 -3.139
C 1.154 0.241 -4.514
C 1.389 1.205 -5.486
H 1.325 3.957 -3.504
H 0.977 2.259 -1.824
H 1.122 -0.789 -4.870
H 1.519 0.930 -6.527
*
```

2.
A molecular structure, C30H20AsCl2N3O9SW at a distorted geometry. Source: the Open Molecules 2025 dataset; level of theory: ωB97M-V/def2-TZVPD.

## Properties
Energy relative to the best compared isomer or geometry (same formula, charge and spin) in eV: 1.154
Orbital gap in eV: 7.28
Total energy in eV: -152880.6227
LUMO level in Ha: -0.0496
M in g mol⁻¹: 928.2

ORCA input file:
```
! RIJCOSX wB97M-V def2-TZVPD def2/J DEFGRID3
* xyz 0 1
W -1.115 1.523 0.858
O -1.524 2.993 2.025
As -3.848 1.048 2.935
O -4.204 0.217 4.278
O -1.726 0.311 1.891
C -4.714 -0.115 1.553
C -5.551 -1.115 2.040
C -6.225 -1.968 1.178
C -6.079 -1.833 -0.197
C -5.253 -0.845 -0.707
C -4.585 -0.006 0.179
S -3.516 1.164 -0.575
O -4.130 1.633 -1.769
O -2.160 0.544 -0.764
O -3.110 2.218 0.424
H -0.739 3.378 2.429
H -5.648 -1.223 3.114
H -6.866 -2.742 1.581
H -6.608 -2.491 -0.874
H -5.135 -0.718 -1.774
Cl 3.347 3.182 2.302
C 2.543 3.644 0.847
C 3.174 4.536 -0.038
C 2.571 4.896 -1.207
Cl 3.376 5.990 -2.284
C 1.297 4.383 -1.551
C 0.595 4.677 -2.739
C -0.626 4.112 -2.956
C -1.174 3.253 -1.991
N -0.558 2.970 -0.867
C 0.679 3.505 -0.643
C 1.305 3.114 0.565
O 0.679 2.284 1.385
H 4.148 4.928 0.219
H 1.040 5.342 -3.466
H -1.185 4.303 -3.860
H -2.135 2.795 -2.167
O 0.127 0.584 -2.487
C 0.471 -0.046 -1.516
N 1.117 -1.254 -1.526
C 1.596 -1.659 -0.213
C 0.969 -0.549 0.645
O 1.030 -0.493 1.850
N 0.308 0.341 -0.171
C 3.118 -1.607 -0.161
C 3.802 -0.536 0.403
C 5.190 -0.493 0.357
C 5.902 -1.513 -0.253
C 5.224 -2.587 -0.813
C 3.840 -2.635 -0.763
C 1.027 -2.995 0.243
C 1.532 -3.593 1.394
C 0.991 -4.780 1.858
C -0.059 -5.382 1.177
C -0.569 -4.786 0.035
C -0.031 -3.592 -0.429
H 1.598 -1.526 -2.368
H 3.264 0.263 0.899
H 5.711 0.343 0.805
H 6.984 -1.478 -0.285
H 5.773 -3.392 -1.284
H 3.313 -3.486 -1.180
H 2.346 -3.120 1.930
H 1.388 -5.235 2.756
H -0.480 -6.311 1.541
H -1.391 -5.246 -0.498
H -0.436 -3.122 -1.315
*
```

3.
2 unconnected molecules or ions with the total composition C30H21Br2NO at a distorted geometry. Source: the Open Molecules 2025 dataset; level of theory: ωB97M-V/def2-TZVPD.

## Properties
Energy relative to the best compared isomer or geometry (same formula, charge and spin) in eV: 1.105
Orbital gap in eV: 3.07
Total energy in eV: -175069.7598
LUMO level in Ha: -0.1143
M in g mol⁻¹: 571.3

ORCA input file:
```
! RIJCOSX wB97M-V def2-TZVPD def2/J DEFGRID3
* xyz 0 1
Br 1.579 0.159 -6.635
C 1.529 1.013 -4.951
C 0.893 2.257 -4.827
C 0.797 2.850 -3.581
C 1.393 2.279 -2.435
C 1.235 2.904 -1.150
C 1.091 2.141 0.000
C 0.696 2.689 1.216
C 0.831 2.013 2.466
C 0.173 2.517 3.620
C 0.418 1.976 4.876
C 1.306 0.894 5.012
Br 1.687 0.210 6.723
C 1.913 0.330 3.876
C 1.666 0.867 2.614
C 2.059 1.030 -2.586
C 2.109 0.396 -3.826
H 0.463 2.742 -5.695
H 0.246 3.782 -3.465
H 1.092 3.982 -1.084
H 1.229 1.052 -0.067
H 0.241 3.685 1.212
H -0.519 3.352 3.499
H -0.065 2.391 5.752
H 2.581 -0.518 3.982
H 2.148 0.442 1.731
H 2.531 0.573 -1.714
H 2.586 -0.574 -3.929
C 6.980 5.491 -2.337
C 6.586 5.823 -1.035
C 5.239 5.967 -0.730
C 4.244 5.786 -1.733
C 2.887 6.179 -1.511
C 2.507 7.150 -0.460
O 1.435 7.049 0.142
C 3.445 8.302 -0.154
C 4.358 8.810 -1.092
C 5.329 9.736 -0.709
C 5.351 10.209 0.610
C 4.330 9.840 1.498
C 3.350 8.930 1.096
C 1.875 5.954 -2.439
N 1.005 5.819 -3.219
C 4.655 5.263 -2.994
C 6.011 5.172 -3.298
H 8.038 5.468 -2.597
H 7.334 5.997 -0.259
H 4.935 6.274 0.273
H 4.323 8.445 -2.120
H 6.072 10.076 -1.433
H 6.147 10.879 0.941
H 4.288 10.254 2.507
H 2.516 8.666 1.747
H 3.892 5.014 -3.740
H 6.314 4.856 -4.299
*
```

4.
3 unconnected molecules or ions with the total composition C30H21BrO5PS. Source: the Open Molecules 2025 dataset; level of theory: ωB97M-V/def2-TZVPD.

## Properties
Orbital gap in eV: 6.88
Total energy in eV: -131848.3999
LUMO level in Ha: -0.1641
M in g mol⁻¹: 604.4

ORCA input file:
```
! RIJCOSX wB97M-V def2-TZVPD def2/J DEFGRID3
* xyz 1 1
O 2.527 -0.521 1.926
C 2.077 -0.521 0.837
Br 2.963 -1.255 -0.682
C 0.636 -0.088 0.517
P -0.443 -1.532 0.551
S -2.329 -1.236 -0.154
H 0.299 0.610 1.294
H 0.562 0.362 -0.477
H 0.117 -2.525 -0.253
H -0.441 -2.043 1.851
H -2.380 0.048 0.245
C 8.656 2.893 -6.822
C 7.706 3.859 -6.512
C 6.986 3.774 -5.332
C 7.214 2.720 -4.455
C 8.168 1.748 -4.767
C 8.888 1.840 -5.953
C 8.435 0.600 -3.854
O 9.259 -0.246 -4.119
C 7.640 0.528 -2.589
C 7.856 -0.536 -1.720
C 7.135 -0.623 -0.540
C 6.205 0.361 -0.220
C 5.990 1.424 -1.081
C 6.701 1.508 -2.272
C 6.430 2.654 -3.192
O 5.594 3.488 -2.913
H 9.219 2.964 -7.743
H 7.529 4.682 -7.193
H 6.246 4.518 -5.070
H 9.623 1.078 -6.175
H 8.593 -1.282 -1.987
H 7.303 -1.452 0.135
H 5.649 0.298 0.708
H 5.276 2.205 -0.850
C -5.822 -0.091 0.203
C -6.748 0.935 0.366
C -7.630 0.901 1.434
C -7.583 -0.153 2.342
C -6.650 -1.174 2.179
C -5.776 -1.143 1.100
C -6.560 -2.315 3.141
O -5.696 -3.159 3.015
C -7.550 -2.354 4.248
C -7.526 -3.426 5.133
C -8.436 -3.481 6.176
C -9.369 -2.464 6.343
C -9.396 -1.391 5.467
C -8.489 -1.332 4.416
C -8.545 -0.167 3.489
O -9.329 0.741 3.647
H -5.153 -0.073 -0.651
H -6.787 1.754 -0.341
H -8.364 1.681 1.584
H -5.079 -1.963 0.981
H -6.792 -4.208 4.987
H -8.420 -4.318 6.862
H -10.077 -2.510 7.160
H -10.114 -0.590 5.581
*
```